{"formula": "C26H38Cl2NO10P2S2", "method": "ωB97M-V/def2-TZVPD", "species": ["C", "C", "C", "C", "C", "C", "C", "C", "C", "C", "Cl", "C", "O", "C", "C", "C", "C", "C", "C", "C", "C", "N", "C", "C", "C", "C", "C", "S", "O", "O", "Cl", "C", "P", "O", "O", "S", "C", "O", "H", "H", "H", "H", "H", "H", "H", "H", "H", "H", "H", "H", "H", "H", "H", "H", "H", "H", "H", "H", "H", "H", "H", "H", "H", "H", "H", "H", "H", "H", "H", "H", "H", "H", "H", "H", "H", "H", "O", "P", "O", "O", "O"], "xyz": [[1.08, -2.44, 7.57], [1.68, -0.95, 7.40], [0.73, 0.18, 8.03], [-0.82, 0.07, 7.61], [-1.05, -0.19, 6.03], [-0.81, 1.14, 5.14], [-1.88, 1.32, 3.95], [-1.70, 0.25, 2.76], [-0.76, 0.81, 1.56], [0.66, 0.49, 1.60], [1.46, -0.46, 2.93], [1.61, 0.99, 0.39], [2.78, 1.41, 0.60], [0.90, 0.93, -1.04], [-0.65, 1.30, -1.08], [-1.48, 1.32, -2.41], [-3.04, 1.72, -2.44], [-0.69, 0.93, -3.71], [-1.52, 0.93, -5.08], [-2.03, -0.53, -5.56], [-2.59, -1.47, -4.39], [-1.53, -2.17, -3.60], [0.84, 0.55, -3.68], [1.53, 0.18, -5.08], [1.42, -1.37, -5.47], [1.70, -1.46, -7.08], [3.33, -1.46, -7.22], [3.95, -0.60, -8.74], [2.94, 0.39, -9.27], [5.26, 0.14, -8.46], [4.39, -2.05, -10.19], [1.69, 0.53, -2.36], [3.50, 0.05, -2.28], [3.98, -0.98, -3.60], [3.86, -0.89, -0.87], [4.58, 1.66, -2.40], [-1.35, 1.64, 0.32], [-2.27, 2.51, 0.47], [0.38, -2.72, 6.71], [1.98, -3.17, 7.52], [0.57, -2.59, 8.59], [2.70, -0.88, 7.95], [1.87, -0.73, 6.29], [0.79, 0.07, 9.18], [1.20, 1.20, 7.77], [-1.31, -0.73, 8.26], [-1.33, 1.08, 7.85], [-0.42, -1.05, 5.61], [-2.17, -0.45, 5.91], [-0.98, 2.03, 5.86], [0.27, 1.22, 4.79], [-1.70, 2.37, 3.48], [-2.93, 1.25, 4.40], [-1.32, -0.78, 3.12], [-2.72, 0.07, 2.26], [-3.55, 1.63, -1.42], [-3.65, 1.07, -3.17], [-3.11, 2.79, -2.86], [-0.92, 1.36, -5.98], [-2.47, 1.58, -5.03], [-1.22, -1.05, -6.19], [-2.91, -0.34, -6.28], [-3.31, -0.95, -3.68], [-3.21, -2.30, -4.92], [-2.04, -2.65, -2.83], [-1.17, -2.97, -4.17], [2.62, 0.56, -5.00], [1.08, 0.77, -5.97], [0.43, -1.87, -5.18], [2.25, -2.03, -5.00], [1.37, -2.50, -7.47], [1.21, -0.61, -7.66], [3.77, -0.92, -6.30], [3.72, -2.53, -7.20], [3.72, -1.91, -3.38], [3.68, -1.84, -1.05], [-3.30, 2.74, 7.71], [-4.17, 2.82, 8.98], [-4.20, 4.27, 9.49], [-3.59, 1.91, 10.07], [-5.60, 2.37, 8.64]], "lowdin_charge": [-0.1471, -0.2729, -0.2297, -0.1998, -0.2049, -0.2194, -0.1904, -0.1777, -0.1353, -0.4587, 0.5660, -0.3765, -0.0856, -0.0527, -0.0182, -0.0899, -0.0862, -0.1106, -0.1863, -0.1952, -0.2808, -0.0297, -0.1088, -0.1747, -0.1931, -0.2086, -0.2759, 0.4012, -0.4263, -0.4421, 0.1640, -0.1976, 0.3391, -0.3263, -0.2613, 0.2243, -0.2990, -0.0566, 0.0650, 0.0612, 0.0706, 0.0950, 0.0926, 0.1029, 0.1090, 0.1055, 0.1004, 0.0692, 0.1167, 0.1103, 0.0750, 0.1201, 0.1134, 0.0902, 0.1051, 0.0701, 0.0457, 0.0910, 0.0973, 0.0962, 0.0848, 0.1025, 0.0993, 0.0981, 0.0694, 0.0558, 0.1007, 0.1045, 0.0738, 0.0914, 0.1096, 0.0999, 0.1003, 0.0999, 0.0505, 0.0571, -0.2817, -0.1647, -0.3107, -0.3139, -0.3062], "homo_lumo_gap_ev": 1.17, "homo_energy_ev": 2.3, "e_tot_ha": -4219.7514, "multiplicity": 1, "total_charge": -3}